{"formula": "C27H50GeO3RbS4", "method": "the ωB97M-V functional and the def2-TZVPD basis", "homo_energy_ev": [-7.11, -7.12], "spin_multiplicity": 2, "e_lumo_ha": [-0.0036, -0.0166], "homo_lumo_gap_ev": [7.0, 6.7], "s2": 0.79, "species": ["Rb", "Ge", "S", "S", "S", "S", "O", "O", "O", "C", "C", "C", "C", "C", "C", "C", "C", "C", "C", "C", "C", "C", "C", "C", "C", "C", "C", "C", "C", "C", "C", "C", "C", "C", "C", "C", "H", "H", "H", "H", "H", "H", "H", "H", "H", "H", "H", "H", "H", "H", "H", "H", "H", "H", "H", "H", "H", "H", "H", "H", "H", "H", "H", "H", "H", "H", "H", "H", "H", "H", "H", "H", "H", "H", "H", "H", "H", "H", "H", "H", "H", "H", "H", "H", "H", "H"], "coordinates": [[-0.0756, -0.6976, 0.0999], [2.1786, -1.9048, -1.6776], [-1.3312, 1.9707, 2.6447], [-0.4375, -1.1776, 3.6428], [-3.5199, 0.6792, 0.4725], [-2.6449, -2.5010, 1.4870], [0.4007, -1.4821, -2.2456], [1.3306, -2.8384, -0.2186], [2.3394, -0.1647, -0.6513], [-0.4501, 3.1528, -0.5765], [-0.4341, 4.0357, -1.6343], [-3.8350, 2.1657, 1.4821], [0.7548, 5.1855, -3.4199], [-4.2974, -1.9409, 0.9651], [0.9991, -1.2407, -4.5926], [-2.8537, -2.5564, 3.3059], [-0.8572, 1.4771, 4.3319], [3.2223, 1.8621, 0.2058], [-1.6162, 4.7122, -2.0528], [-3.1469, 2.1550, 2.8358], [-4.6282, -0.5038, 1.3215], [4.4968, -0.2715, 0.4442], [-1.2564, 0.0633, 4.7095], [0.8717, -4.8583, 0.9325], [-1.5030, -2.6115, 3.9950], [-1.5982, 5.5830, -3.1128], [3.5370, 0.5124, -0.4704], [0.7589, 4.3195, -2.3575], [0.0525, -0.8654, -3.4421], [-0.4182, 5.8223, -3.8128], [2.3518, -3.1067, 1.9350], [0.0659, 0.6636, -3.2905], [4.2468, 0.7847, -1.8103], [1.9212, -3.7764, 0.6186], [-1.3768, -1.3226, -3.7832], [3.1499, -4.4478, -0.0104], [-0.9525, -0.1353, 5.7399], [-1.3622, 2.9694, -0.0382], [-4.2828, -2.0654, -0.1179], [0.4427, 2.6583, -0.2402], [4.6639, -1.2611, 0.0208], [-4.9160, 2.2667, 1.5995], [-0.7380, 0.9958, -2.6319], [3.0028, -3.7610, 2.5138], [-0.4136, 6.4841, -4.6628], [0.2288, 1.5778, 4.3386], [-0.0512, 1.1448, -4.2588], [-3.4356, -3.4450, 3.5632], [2.5774, 1.6939, 1.0718], [2.8917, -2.1937, 1.6960], [-2.5353, 4.5167, -1.5167], [-1.3847, -2.3983, -3.9419], [1.4815, -2.8432, 2.5375], [-4.5416, -0.3321, 2.3951], [1.0763, -2.3232, -4.6662], [-0.9364, -3.4755, 3.6474], [-3.3421, 3.0991, 3.3504], [-2.3339, -0.0792, 4.6218], [1.6716, 3.8231, -2.0629], [-5.0376, -2.6171, 1.3982], [3.5024, -5.2679, 0.6118], [1.2268, -5.5324, 1.7093], [5.4523, 0.2398, 0.5401], [-1.6244, -2.6737, 5.0783], [2.7026, 2.5095, -0.4959], [1.9895, -0.8387, -4.3863], [5.0872, 1.4635, -1.6771], [4.0557, -0.3795, 1.4344], [3.9505, -3.7194, -0.1277], [-3.4627, 2.9931, 0.8783], [-1.2936, 2.1948, 5.0308], [-2.0353, -1.0918, -2.9445], [3.5414, 1.2256, -2.5118], [-2.5044, 6.0909, -3.4129], [4.6067, -0.1539, -2.2277], [1.0181, 0.9630, -2.8592], [-0.0513, -4.3807, 1.2580], [0.6550, -5.4305, 0.0349], [-3.5090, 1.3326, 3.4537], [2.8915, -4.8322, -0.9938], [4.1385, 2.3557, 0.5290], [0.6387, -0.8464, -5.5404], [1.6709, 5.3823, -3.9560], [-5.6522, -0.2814, 1.0110], [-3.4109, -1.6713, 3.6125], [-1.7547, -0.8266, -4.6757]]}